1.
# C6H16O

A cluster of 2 separate species, C6H16O in total (ωB97M-V/def2-TZVPD, the OMol25 dataset).

XYZ file:
```
23
Properties=species:S:1:pos:R:3:mulliken_charge:R:1
C 0.25 0.79 -2.35 -0.04
C -0.37 1.32 -3.62 -1.16
O 0.59 1.65 -1.27 -0.56
H -0.57 0.10 -1.96 0.14
H 1.19 0.35 -2.42 0.34
H -1.40 1.63 -3.46 0.30
H -0.12 1.95 -0.72 0.28
H -0.36 0.51 -4.36 0.32
H 0.16 2.16 -3.98 0.33
C 0.20 -0.64 1.34 1.46
C -1.08 -1.36 1.22 -1.49
C -0.11 0.58 2.18 -1.72
C 1.34 -1.56 1.90 -1.44
H 0.51 -0.26 0.38 -0.11
H -1.16 -2.10 0.45 0.38
H -0.38 0.19 3.15 0.45
H 0.71 1.26 2.27 0.37
H -1.02 1.22 2.00 0.38
H 2.24 -0.96 1.84 0.38
H 1.31 -1.91 2.89 0.37
H -1.91 -0.59 1.07 0.34
H -1.38 -1.84 2.21 0.36
H 1.37 -2.48 1.26 0.33
```

The value obtained for the calculated total energy is -313.39150 Ha. For the HOMO energy, the calculation gives -10.21 eV. As for the energy relative to the best compared isomer or geometry (same formula, charge and spin): 32.7 kcal/mol. The gap between HOMO and LUMO comes out at 0.4077 Ha. Its molecular weight is 104.19 g mol⁻¹. As for the SMILES: CC(C)C.CCO.

=====

2.
# C11H21Br10Cl3

A cluster of 6 separate species, C11H21Br10Cl3 in total (ωB97M-V/def2-TZVPD, the OMol25 dataset).

XYZ file:
```
45
Properties=species:S:1:pos:R:3:mulliken_charge:R:1
Br -15.37 -11.13 -10.95 -0.16
C -13.81 -11.17 -9.76 -0.12
C -13.72 -12.46 -9.03 -0.63
Br -12.16 -12.40 -7.79 -0.19
H -13.86 -10.31 -9.10 -0.12
H -12.94 -10.95 -10.38 0.45
H -13.49 -13.28 -9.71 0.42
H -14.62 -12.85 -8.55 0.35
Br -12.75 -9.23 -3.12 -0.14
C -13.25 -7.29 -2.97 -0.04
C -14.10 -7.12 -1.77 -1.05
Br -14.71 -5.25 -1.43 -0.15
H -13.68 -6.90 -3.89 0.00
H -12.30 -6.79 -2.76 0.45
H -13.50 -7.43 -0.91 0.47
H -14.95 -7.80 -1.80 0.45
Br -16.75 -7.32 -3.59 -0.14
C -17.80 -8.07 -5.08 -0.09
C -18.73 -9.21 -4.57 -0.56
Br -19.92 -9.58 -6.16 -0.16
H -17.15 -8.48 -5.85 -0.28
H -18.45 -7.37 -5.61 0.44
H -19.34 -8.95 -3.71 0.49
H -18.21 -10.15 -4.35 0.36
Br -20.16 -9.22 -9.84 -0.15
C -18.65 -10.34 -9.30 -0.87
C -17.50 -9.49 -8.61 -0.70
Br -16.59 -10.58 -7.20 -0.12
H -18.38 -10.92 -10.18 0.34
H -18.96 -11.17 -8.67 0.42
H -17.95 -8.62 -8.14 0.46
H -16.76 -9.01 -9.25 0.66
Br -18.85 -3.83 -5.84 -0.16
C -16.97 -4.31 -5.48 -0.07
C -16.14 -3.55 -6.50 -0.50
Br -14.26 -4.19 -6.26 -0.17
H -16.92 -5.40 -5.47 -0.37
H -16.86 -4.07 -4.42 0.39
H -16.23 -2.51 -6.20 0.44
H -16.52 -3.74 -7.51 0.41
C -13.48 -7.49 -6.85 0.16
Cl -12.49 -6.85 -8.23 -0.13
Cl -12.97 -9.12 -6.50 -0.02
Cl -15.19 -7.42 -7.27 0.03
H -13.34 -6.88 -5.96 -0.10
```

The value obtained for the calculated total energy is -27552.42183 Ha. For the HOMO energy, the calculation gives -10.16 eV. As for the energy relative to the best compared isomer or geometry (same formula, charge and spin): 0.0 kcal/mol. The gap between HOMO and LUMO comes out at 0.3794 Ha. Its molecular weight is 1058.69 g mol⁻¹. As for the SMILES: ClC(Cl)Cl.BrCCBr.BrCCBr.BrCCBr.BrCCBr.BrCCBr.

=====

3.
# C3H2FO2Ru

A structure of composition C3H2FO2Ru (ωB97M-V/def2-TZVPD, the OMol25 dataset).

XYZ file:
```
9
Properties=species:S:1:pos:R:3:mulliken_charge:R:1
F -2.59 0.58 -0.14 -0.06
O 1.67 -1.06 -0.13 -0.55
O -0.01 0.98 -0.04 -0.59
C 0.49 -1.36 0.13 0.43
C -1.61 -0.29 -0.36 0.19
C -0.47 -0.30 0.38 0.26
H 0.12 -2.38 -0.07 0.38
H -1.96 -1.31 0.12 0.29
Ru 1.86 0.90 -0.23 1.65
```

The value obtained for the calculated total energy is -459.66389 Ha. For the HOMO energy (spin up / spin down), the calculation gives -20.76 / -21.09 eV. As for the spin multiplicity: 6. Its charge is +2. As for the energy relative to the best compared isomer or geometry (same formula, charge and spin): 82.1 kcal/mol. The expectation value of S² is 8.77. The gap between HOMO and LUMO (spin up / spin down) comes out at 0.3173 / 0.2818 Ha. Its molecular weight is 190.11 g mol⁻¹.

=====

4.
# C21H17N5O2Pt

A structure of composition C21H17N5O2Pt (ωB97M-V/def2-TZVPD, the OMol25 dataset).

XYZ file:
```
46
Properties=species:S:1:pos:R:3:mulliken_charge:R:1
Pt 1.24 -0.14 0.06 0.54
O 0.62 1.63 3.62 -0.76
C 0.59 1.17 2.48 0.22
N 1.63 0.63 1.82 -0.06
C 2.95 0.55 2.36 -0.46
C 3.82 -0.20 1.39 0.53
C 5.16 -0.45 1.66 -0.85
C 5.94 -1.11 0.73 -0.17
C 5.37 -1.51 -0.47 -0.95
C 4.03 -1.24 -0.68 0.08
N 3.26 -0.62 0.23 -0.30
C -0.64 1.17 1.62 0.83
C -1.95 1.52 2.15 -0.75
C -3.12 1.00 1.78 -0.53
C -3.07 -0.58 -0.57 -0.60
C -1.92 0.03 -1.38 1.37
N -0.48 0.76 0.40 -0.28
H 2.97 0.06 3.34 0.33
H 3.40 1.54 2.52 0.29
H 5.57 -0.11 2.60 0.42
H 6.99 -1.30 0.94 0.42
H 5.94 -2.01 -1.23 0.38
H 3.55 -1.52 -1.60 0.40
H -1.95 2.20 2.99 0.41
H -3.97 1.33 2.36 0.37
H -3.25 -1.64 -0.70 0.49
H -2.35 0.43 -2.31 0.70
O -1.58 3.43 0.01 -0.71
C -1.97 2.41 -0.58 0.90
C -3.31 2.52 -1.26 -0.87
C -4.31 1.64 -1.13 -0.63
C -4.32 0.29 -0.49 -0.11
C -3.54 -0.05 0.77 -0.21
C -1.35 1.14 -0.59 -1.31
C -0.92 -1.00 -1.84 -0.54
N 0.36 -1.13 -1.56 -0.40
C 0.82 -2.22 -2.27 -0.26
C -0.20 -2.76 -2.98 -0.78
N -1.28 -1.97 -2.70 -0.06
H -3.52 3.48 -1.71 0.39
H -5.27 1.94 -1.54 0.37
H -5.27 -0.22 -0.60 0.61
H -4.05 -0.84 1.31 0.55
H 1.84 -2.57 -2.19 0.31
H -0.24 -3.61 -3.64 0.41
H -2.21 -2.07 -3.09 0.26
```

The value obtained for the calculated total energy is -1353.96704 Ha. For the HOMO energy (spin up / spin down), the calculation gives -6.23 / -6.23 eV. As for the energy relative to the best compared isomer or geometry (same formula, charge and spin): 82.7 kcal/mol. The gap between HOMO and LUMO (spin up / spin down) comes out at 0.2245 / 0.2247 Ha. Its molecular weight is 566.48 g mol⁻¹.